# 1
The following is a DFT calculation (wB97M-V/def2-TZVPD) of one molecule with the formula C22H28ClN3O4S.

Calculated values
- relative energy (zero: lowest compared OMol25 entry of this formula, charge and spin) (kcal per mole) = 32.3
- Kohn-Sham gap (eV) = 9.244
- total energy (a.u.) = -2178.7401
- net charge = 0
- structure (SMILES) = COCCNS(=O)(=O)c1ccc(Cl)c(C(=O)NC2CCN(Cc3ccccc3)CC2)c1
- E_LUMO (Ha) = 0.0131
- 2S+1 = 1

```
59
C22H28ClN3O4S wB97M-V/def2-TZVPD
C -8.728 -2.321 2.043
O -7.783 -1.913 1.087
C -6.466 -1.886 1.587
C -5.543 -1.404 0.475
N -5.906 -0.055 0.088
S -5.166 0.503 -1.305
O -4.890 -0.570 -2.217
O -5.922 1.629 -1.764
C -3.623 1.077 -0.602
C -3.552 2.357 -0.085
C -2.381 2.782 0.516
C -1.295 1.918 0.589
Cl 0.135 2.472 1.386
C -1.359 0.629 0.062
C -0.243 -0.377 0.170
O -0.442 -1.488 0.613
N 0.944 0.054 -0.294
C 2.148 -0.749 -0.259
C 3.219 -0.088 0.608
C 4.493 -0.926 0.583
N 4.974 -1.057 -0.779
C 6.290 -1.671 -0.825
C 7.331 -0.766 -0.222
C 8.289 -1.253 0.656
C 9.248 -0.408 1.188
C 9.254 0.934 0.853
C 8.298 1.429 -0.019
C 7.345 0.583 -0.556
C 4.004 -1.760 -1.595
C 2.708 -0.957 -1.666
C -2.549 0.217 -0.529
H -8.744 -1.641 2.903
H -8.518 -3.336 2.401
H -9.697 -2.305 1.548
H -6.402 -1.202 2.447
H -6.159 -2.890 1.915
H -5.614 -2.084 -0.383
H -4.510 -1.388 0.830
H -6.911 0.038 0.011
H -4.414 2.999 -0.166
H -2.302 3.773 0.934
H 1.034 0.995 -0.644
H 1.857 -1.712 0.174
H 2.863 0.016 1.634
H 3.441 0.905 0.213
H 5.269 -0.435 1.175
H 4.291 -1.915 1.034
H 6.305 -2.652 -0.317
H 6.541 -1.838 -1.878
H 8.286 -2.300 0.924
H 9.990 -0.800 1.869
H 10.001 1.594 1.271
H 8.299 2.477 -0.283
H 6.594 0.958 -1.233
H 4.416 -1.875 -2.600
H 3.789 -2.768 -1.195
H 1.981 -1.480 -2.288
H 2.920 0.016 -2.115
H -2.629 -0.776 -0.943
```

Here are the Mulliken charges for atoms 1 to 8, given in e: number 1, C, carries -0.7445; number 2, O, carries -0.2901; number 3, C, carries -0.7116; number 4, C, carries -0.4015; number 5, N, carries -0.3161; number 6, S, carries 1.2971; number 7, O, carries -0.6544; number 8, O, carries -0.7327

***

# 2
The following is a DFT calculation (wB97M-V/def2-TZVPD) of one molecule with the formula C3H4N2S at a distorted geometry.

Calculated values
- relative energy (zero: lowest compared OMol25 entry of this formula, charge and spin) (kcal per mole) = 141.4
- Kohn-Sham gap (spin up / spin down) (eV) = 7.095 / 7.122
- total energy (a.u.) = -624.2005
- net charge = 0
- E_LUMO (spin up / spin down) (Ha) = -0.0473 / -0.0479
- 2S+1 = 1

```
10
C3H4N2S wB97M-V/def2-TZVPD
C -1.635 -0.349 -0.064
C -0.173 -1.273 0.010
C -0.234 1.359 0.141
N -1.463 0.935 -0.019
N 2.229 0.268 -0.397
S 0.928 0.041 0.414
H -2.540 -0.930 -0.335
H -0.162 -2.169 0.670
H -0.028 2.350 -0.029
H 3.077 -0.233 -0.391
```

Here are the Mulliken charges for atoms 1 to 8, given in e: number 1, C, carries -0.0449; number 2, C, carries -0.3699; number 3, C, carries -0.1642; number 4, N, carries -0.4784; number 5, N, carries -0.5572; number 6, S, carries 0.2711; number 7, H, carries 0.3491; number 8, H, carries 0.2974

***

# 3
The following is a DFT calculation (wB97M-V/def2-TZVPD) of one molecule with the formula C4H12N3O at a distorted geometry.

Calculated values
- relative energy (zero: lowest compared OMol25 entry of this formula, charge and spin) (kcal per mole) = 36.6
- Kohn-Sham gap (spin up / spin down) (eV) = 9.378 / 6.429
- total energy (a.u.) = -398.9974
- net charge = 0
- E_LUMO (spin up / spin down) (Ha) = 0.0357 / -0.0727
- 2S+1 = 2

```
20
C4H12N3O wB97M-V/def2-TZVPD
C -1.213 0.172 0.273
N -0.812 1.236 -0.705
C -0.865 0.722 -2.099
O -1.981 0.109 -2.459
C -0.451 -1.195 0.219
N 0.597 -1.342 1.215
C 1.803 -0.574 1.042
N 1.786 0.888 1.037
H -2.240 -0.140 0.035
H -1.164 0.576 1.281
H -1.645 1.817 -0.631
H 0.071 0.123 -2.211
H -0.604 1.529 -2.820
H 0.090 -1.275 -0.723
H -1.208 -1.958 0.381
H 0.279 -1.466 2.169
H 2.117 -0.930 0.037
H 2.644 -0.836 1.673
H 1.140 1.228 0.345
H 1.656 1.315 1.940
```

Here are the Mulliken charges for atoms 1 to 8, given in e: number 1, C, carries -0.7447; number 2, N, carries -0.4315; number 3, C, carries -0.3574; number 4, O, carries -0.3452; number 5, C, carries -0.6027; number 6, N, carries -0.2829; number 7, C, carries -0.6891; number 8, N, carries -0.5566

***

# 4
The following is a DFT calculation (wB97M-V/def2-TZVPD) of a 6-piece molecular cluster, C34H36N7 overall at a distorted geometry.

Calculated values
- Kohn-Sham gap (eV) = 7.375
- total energy (a.u.) = -1700.0973
- net charge = +1
- E_LUMO (Ha) = -0.1488
- 2S+1 = 1

```
77
C34H36N7 wB97M-V/def2-TZVPD
C -1.160 1.713 -0.808
N -1.281 0.403 -0.736
C -1.978 0.055 0.558
C -1.674 1.295 1.556
C -1.724 2.480 0.476
C -0.714 3.716 0.623
C -1.253 5.149 0.689
C -0.108 6.155 0.777
C 1.320 5.667 0.807
N 1.864 4.362 0.781
C 0.773 3.472 0.668
H -0.713 2.394 -1.597
H -0.953 -0.203 -1.507
H -1.538 -0.959 0.824
H -3.075 -0.024 0.229
H -2.641 1.295 2.178
H -0.757 1.183 2.214
H -2.788 2.893 0.409
H -2.363 5.369 0.659
H -0.334 7.280 0.807
H 2.118 6.493 0.860
H 1.088 2.365 0.598
N -1.412 -2.529 -2.621
C -1.925 -2.409 -3.858
C -2.528 -3.448 -4.546
C -2.605 -4.688 -3.928
C -2.082 -4.841 -2.652
C -1.502 -3.740 -2.045
H -1.838 -1.422 -4.301
H -2.927 -3.292 -5.540
H -3.069 -5.526 -4.436
H -2.125 -5.794 -2.141
H -1.082 -3.811 -1.047
N 2.742 -4.543 -3.703
C 3.897 -3.927 -3.403
C 3.976 -2.640 -2.895
C 2.795 -1.943 -2.688
C 1.586 -2.555 -2.991
C 1.613 -3.846 -3.491
H 4.793 -4.511 -3.585
H 4.936 -2.194 -2.669
H 2.815 -0.933 -2.293
H 0.645 -2.041 -2.842
H 0.694 -4.368 -3.740
N 0.777 9.272 0.650
C 1.926 9.896 0.955
C 1.993 11.182 1.465
C 0.806 11.870 1.671
C -0.395 11.250 1.362
C -0.357 9.960 0.860
H 2.827 9.320 0.774
H 2.949 11.634 1.696
H 0.818 12.879 2.067
H -1.341 11.757 1.509
H -1.272 9.433 0.607
N -2.640 -2.365 4.366
C -1.578 -1.558 4.217
C -0.279 -2.013 4.055
C -0.060 -3.384 4.050
C -1.140 -4.241 4.203
C -2.401 -3.685 4.355
H -1.800 -0.495 4.232
H 0.540 -1.315 3.936
H 0.942 -3.780 3.926
H -1.006 -5.315 4.205
H -3.277 -4.314 4.476
N 1.736 -6.481 1.602
C 2.438 -5.928 0.600
C 2.114 -6.073 -0.740
C 1.004 -6.836 -1.068
C 0.262 -7.421 -0.052
C 0.666 -7.213 1.258
H 3.299 -5.343 0.906
H 2.715 -5.602 -1.507
H 0.719 -6.974 -2.106
H -0.611 -8.024 -0.271
H 0.116 -7.647 2.087
```

Here are the Mulliken charges for atoms 1 to 8, given in e: number 1, C, carries -0.3876; number 2, N, carries 0.1946; number 3, C, carries -0.5461; number 4, C, carries -0.6280; number 5, C, carries 0.2222; number 6, C, carries 0.2537; number 7, C, carries -0.5618; number 8, C, carries 0.0924

***

# 5
The following is a DFT calculation (wB97M-V/def2-TZVPD) of an isolated ion of composition C5H8N and charge +1 at a distorted geometry.

Calculated values
- relative energy (zero: lowest compared OMol25 entry of this formula, charge and spin) (kcal per mole) = 118.3
- Kohn-Sham gap (eV) = 12.263
- total energy (a.u.) = -249.6366
- net charge = +1
- structure (SMILES) = C[N@+]12C[C@]13C[C@@H]32
- E_LUMO (Ha) = -0.1316
- 2S+1 = 1

```
14
C5H8N wB97M-V/def2-TZVPD
C 1.506 0.573 0.034
N 0.397 -0.274 0.389
C 0.093 -1.555 -0.266
C -0.888 -0.494 -0.438
C -1.411 0.896 -0.367
C -0.940 0.143 0.863
H 1.839 0.360 -0.981
H 1.236 1.623 0.115
H 2.330 0.377 0.724
H -0.156 -2.369 0.409
H 0.724 -1.838 -1.103
H -2.479 0.998 -0.506
H -0.829 1.717 -0.766
H -1.423 -0.158 1.893
```

Here are the Mulliken charges for atoms 1 to 8, given in e: number 1, C, carries -0.8512; number 2, N, carries 0.1649; number 3, C, carries -0.2288; number 4, C, carries 0.1681; number 5, C, carries -0.5770; number 6, C, carries 0.0193; number 7, H, carries 0.3485; number 8, H, carries 0.3546

***

# 6
The following is a DFT calculation (wB97M-V/def2-TZVPD) of C28H41IrN5O2SSi as an isolated structure.

Calculated values
- relative energy (zero: lowest compared OMol25 entry of this formula, charge and spin) (kcal per mole) = 0.0
- Kohn-Sham gap (spin up / spin down) (eV) = 6.781 / 6.361
- total energy (a.u.) = -2307.2039
- net charge = +2
- E_LUMO (spin up / spin down) (Ha) = -0.2209 / -0.2882
- 2S+1 = 6

```
79
C28H41IrN5O2SSi wB97M-V/def2-TZVPD
Ir 0.324 0.777 -0.178
C -1.147 5.080 -1.566
C -0.972 3.636 -1.224
N 0.148 3.036 -1.086
N 1.313 3.743 -1.209
C 2.477 3.076 -1.261
N 3.595 3.776 -1.375
S 2.517 1.377 -1.207
C -2.157 2.795 -0.952
C -3.428 3.336 -0.921
C -4.499 2.536 -0.545
C -4.251 1.222 -0.208
C -2.947 0.754 -0.280
N -1.919 1.507 -0.657
H -0.266 5.524 -2.024
H -1.404 5.648 -0.669
H -1.961 5.199 -2.279
H 1.289 4.752 -1.178
H 3.609 4.779 -1.477
H 4.478 3.290 -1.376
H -3.592 4.377 -1.158
H -5.499 2.945 -0.504
H -5.042 0.558 0.112
H -2.717 -0.264 -0.011
O -1.872 2.871 2.060
C -0.928 2.260 2.491
N -0.033 1.498 1.720
C 0.959 0.972 2.513
O 1.830 0.280 1.988
C 0.723 1.377 3.911
C 1.410 1.111 5.077
C 0.899 1.656 6.252
C -0.254 2.437 6.243
C -0.942 2.703 5.059
C -0.433 2.158 3.902
H 2.307 0.506 5.079
H 1.404 1.473 7.191
H -0.622 2.843 7.175
H -1.837 3.309 5.048
C -1.602 -2.111 1.193
C -0.345 -2.789 0.640
C -0.732 -4.199 0.177
C 0.628 -2.916 1.839
Si 0.575 -1.686 -0.663
C -0.679 -1.989 -2.785
C -0.228 -3.301 -3.340
C -2.101 -1.953 -2.322
C -0.230 -0.757 -3.507
C 2.333 -2.339 -1.159
C 2.902 -1.806 -2.478
C 2.464 -3.868 -1.168
C 3.238 -1.791 -0.022
H -1.951 -2.679 2.059
H -2.424 -2.107 0.477
H -1.413 -1.089 1.532
H -1.111 -4.754 1.040
H 0.106 -4.763 -0.226
H -1.531 -4.191 -0.565
H 0.084 -3.405 2.651
H 0.974 -1.948 2.208
H 1.493 -3.536 1.620
H -0.469 -4.142 -2.692
H 0.825 -3.322 -3.600
H -0.786 -3.458 -4.275
H -2.317 -2.668 -1.530
H -2.727 -2.250 -3.174
H -2.407 -0.954 -2.025
H 0.815 -0.780 -3.801
H -0.440 0.155 -2.942
H -0.827 -0.693 -4.429
H 2.490 -2.314 -3.348
H 3.978 -2.001 -2.483
H 2.771 -0.734 -2.614
H 1.819 -4.354 -1.896
H 2.281 -4.313 -0.194
H 3.496 -4.109 -1.439
H 3.316 -0.706 -0.019
H 4.240 -2.195 -0.191
H 2.929 -2.097 0.974
```

Here are the Mulliken charges for atoms 1 to 8, given in e: number 1, Ir, carries 2.8753; number 2, C, carries -2.0249; number 3, C, carries 0.6711; number 4, N, carries 0.0004; number 5, N, carries -0.6620; number 6, C, carries 0.2283; number 7, N, carries -0.3573; number 8, S, carries -0.4027

***

# 7
The following is a DFT calculation (wB97M-V/def2-TZVPD) of C24H27Br2MnN6O as an isolated structure at a distorted geometry.

Calculated values
- relative energy (zero: lowest compared OMol25 entry of this formula, charge and spin) (kcal per mole) = 0.0
- Kohn-Sham gap (spin up / spin down) (eV) = 5.547 / 5.401
- total energy (a.u.) = -7633.3182
- net charge = +1
- E_LUMO (spin up / spin down) (Ha) = -0.1316 / -0.1380
- 2S+1 = 6

```
61
C24H27Br2MnN6O wB97M-V/def2-TZVPD
Mn -0.058 0.296 -0.190
C -2.729 3.545 -1.652
C -1.700 2.626 -1.078
N -1.359 1.481 -1.535
C -2.086 0.799 -2.584
C -3.052 -0.179 -1.892
N -2.335 -0.981 -0.897
C -1.973 -2.336 -1.330
C -0.684 -2.769 -0.640
N 0.347 -1.752 -0.885
C 1.676 -2.081 -0.329
C 1.718 -2.164 1.196
N 2.029 0.387 2.072
C 0.783 0.908 2.648
C 0.965 1.221 4.133
C 0.210 2.137 1.955
C 0.565 3.414 2.368
C 0.092 4.508 1.662
C -0.703 4.302 0.547
C -0.995 3.006 0.170
N -0.575 1.948 0.896
H -2.961 3.312 -2.687
H -2.390 4.577 -1.602
H -3.646 3.473 -1.062
H -1.361 0.249 -3.187
H -2.655 1.455 -3.242
H -3.528 -0.804 -2.652
H -3.834 0.400 -1.398
H -2.860 -1.025 -0.034
H -1.816 -2.324 -2.411
H -2.767 -3.057 -1.123
H -0.358 -3.748 -1.003
H -0.865 -2.843 0.433
H 0.456 -1.676 -1.895
H 2.390 -1.353 -0.708
H 2.003 -3.062 -0.691
H 2.679 -2.623 1.414
H 0.966 -2.878 1.546
H 1.194 0.327 4.700
H 0.054 1.668 4.536
H 1.797 1.911 4.262
H 1.206 3.569 3.220
H 0.361 5.510 1.967
H -1.053 5.138 -0.041
Br 4.999 -0.118 -0.598
C 3.898 -0.106 0.953
C 4.367 -0.798 2.114
C 3.716 -1.323 3.218
Br 4.826 -2.090 4.568
C 2.299 -1.506 3.414
C 1.547 -2.083 4.374
C 0.096 -1.963 4.296
C -0.540 -1.149 3.432
N 0.175 -0.479 2.396
C 1.556 -0.997 2.211
C 2.662 0.540 0.830
O 2.058 1.027 -0.179
H 5.433 -0.999 2.093
H 1.987 -2.545 5.247
H -0.497 -2.492 5.031
H -1.602 -0.944 3.497
```

Here are the Mulliken charges for atoms 1 to 8, given in e: number 1, Mn, carries 0.6761; number 2, C, carries -1.6321; number 3, C, carries 0.8650; number 4, N, carries -0.4517; number 5, C, carries -0.6511; number 6, C, carries -0.9011; number 7, N, carries -0.0723; number 8, C, carries -1.0083

***

# 8
The following is a DFT calculation (wB97M-V/def2-TZVPD) of one molecule with the formula C3H6O3 at a distorted geometry.

Calculated values
- relative energy (zero: lowest compared OMol25 entry of this formula, charge and spin) (kcal per mole) = 68.2
- Kohn-Sham gap (eV) = 8.261
- total energy (a.u.) = -343.5459
- net charge = 0
- structure (SMILES) = CC(O)=C(O)O
- E_LUMO (Ha) = 0.0167
- 2S+1 = 1

```
12
C3H6O3 wB97M-V/def2-TZVPD
C -0.868 -1.045 -0.449
C -0.213 0.160 0.188
O -0.898 1.353 -0.147
C 1.180 0.285 0.197
O 1.838 1.406 -0.125
O 1.789 -0.614 0.943
H -1.831 -1.235 0.029
H -1.048 -0.872 -1.517
H -0.258 -1.945 -0.346
H -1.665 1.441 0.437
H 1.178 1.995 -0.536
H 0.798 -0.929 1.326
```

Here are the Mulliken charges for atoms 1 to 8, given in e: number 1, C, carries -0.9328; number 2, C, carries -0.0305; number 3, O, carries -0.5589; number 4, C, carries 0.5392; number 5, O, carries -0.4840; number 6, O, carries -0.5039; number 7, H, carries 0.2840; number 8, H, carries 0.2561